1.
{"formula": "C2H32O13", "method": "wB97M-V/def2-TZVPD", "elements": ["C", "C", "H", "H", "H", "H", "H", "H", "H", "H", "O", "H", "H", "O", "H", "H", "O", "H", "H", "O", "H", "H", "O", "H", "H", "O", "H", "H", "O", "H", "H", "O", "H", "H", "O", "H", "H", "O", "H", "H", "O", "H", "H", "O", "H", "H", "O"], "xyz": [[-0.04375, -0.86605, 0.47111], [0.77014, -1.99266, 1.07879], [-1.07699, -1.19674, 0.21657], [0.23547, -0.31037, -0.45848], [-0.00905, -0.09657, 1.27917], [0.83866, -2.93993, 0.63407], [1.84722, -1.72914, 1.27106], [0.50662, -2.10032, 2.21616], [-1.23684, 2.08775, -0.27686], [-2.69642, 1.62796, -0.19598], [-2.13490, 2.32462, 0.20906], [0.10722, -1.93292, -3.28957], [-0.71944, -1.31403, -2.30247], [0.01068, -1.06691, -2.85247], [3.20119, 0.87297, 1.04699], [3.58213, 2.10990, 2.00265], [3.13361, 1.86819, 1.17730], [-2.55683, -3.90080, -2.22351], [-1.34310, -3.48934, -1.28384], [-1.64259, -3.51831, -2.14689], [0.14507, 2.79024, -1.69602], [0.45200, 2.02936, -0.40642], [0.01329, 1.94971, -1.25709], [-1.57995, -2.71092, 2.99769], [-2.92447, -2.81016, 2.18372], [-2.24094, -3.28129, 2.62720], [-2.41594, 2.26582, 3.07310], [-1.79018, 1.73510, 1.78617], [-1.63129, 1.82962, 2.74970], [1.53614, -0.37037, -2.41689], [2.25579, 1.03944, -2.00925], [2.42831, 0.10829, -2.15143], [2.81101, -0.69379, -0.33185], [4.29530, -0.83307, 0.05918], [3.42146, -0.77219, 0.45298], [-1.85614, 0.71351, -1.92579], [-3.25380, 0.62543, -2.59213], [-2.81178, 0.58848, -1.73684], [-0.13855, 2.32711, 1.88555], [1.42546, 2.15756, 1.47621], [0.59686, 2.61032, 1.32511], [-1.51128, -3.79604, 1.08105], [-0.53900, -4.95316, 1.24626], [-0.88557, -4.37976, 0.58197], [0.86196, 4.20343, 0.36582], [1.89051, 4.88792, -0.46700], [1.12064, 4.36209, -0.54819]], "atomic_forces_ev_per_a": [[-0.571, 0.845, 0.062], [2.084, 1.203, 3.105], [0.318, 0.310, 0.682], [0.674, -0.949, 0.714], [-0.794, -0.276, -0.754], [-0.538, -1.055, -0.760], [-1.133, 0.146, -0.599], [-0.252, -0.185, -2.016], [-2.202, 1.077, 0.849], [0.031, 0.760, 0.188], [1.376, -1.507, -0.940], [0.329, 0.447, -0.205], [-0.957, 0.130, 0.955], [0.460, -0.830, -0.949], [0.325, 0.995, 0.242], [-0.097, -0.364, -0.382], [0.081, -0.793, 0.218], [1.639, 0.603, 0.636], [0.602, -0.595, 3.082], [-2.053, -0.042, -3.706], [0.163, 0.513, 0.101], [0.641, 0.438, 0.724], [-0.295, -1.084, -1.086], [0.189, 0.885, 0.094], [-0.667, 1.092, -0.124], [0.118, -1.577, 0.265], [-0.194, 0.291, 0.105], [-0.543, 0.324, -0.151], [0.459, -0.680, 0.255], [1.988, 1.681, 0.693], [-0.477, 0.127, -0.053], [-1.525, -1.887, -0.375], [0.770, 0.073, 0.442], [0.138, 0.053, -0.130], [-0.464, 0.218, -0.723], [-0.667, 0.063, 0.017], [0.071, 0.018, 0.075], [0.692, -0.360, -0.388], [0.281, -0.004, 0.586], [0.770, -0.363, 0.430], [-0.899, 0.555, -0.483], [0.838, -0.853, -0.126], [0.330, -0.622, 0.641], [-1.183, 0.906, -0.827], [-0.249, -0.487, 0.202], [1.234, 0.851, -0.153], [-0.842, -0.093, -0.434]], "mulliken_charge": [0.71, -1.20, 0.26, -0.55, 0.15, 0.35, 0.38, 0.14, 0.44, 0.43, -0.80, 0.34, 0.24, -0.64, 0.44, 0.31, -0.74, 0.29, 0.39, -0.65, 0.28, 0.28, -0.55, 0.33, 0.33, -0.70, 0.29, 0.41, -0.72, 0.43, 0.30, -0.71, 0.34, 0.29, -0.76, 0.31, 0.28, -0.65, 0.34, 0.36, -0.71, 0.38, 0.28, -0.68, 0.29, 0.27, -0.60], "homo_ev": -10.6, "mol_weight_da": 264.3}

=====

2.
{"formula": "C22H45O5PS", "method": "wB97M-V/def2-TZVPD", "elements": ["C", "C", "C", "C", "C", "C", "C", "C", "C", "C", "C", "C", "C", "C", "C", "O", "C", "O", "O", "P", "S", "H", "H", "H", "H", "H", "H", "H", "H", "H", "H", "H", "H", "H", "H", "H", "H", "H", "H", "H", "H", "H", "H", "H", "H", "H", "H", "H", "H", "H", "H", "H", "H", "H", "C", "C", "C", "O", "H", "H", "H", "H", "H", "H", "C", "C", "C", "O", "H", "H", "H", "H", "H", "H"], "xyz": [[-0.47059, 1.71488, 2.29275], [-1.35596, 0.77404, 1.45807], [-1.26543, -0.72069, 1.85216], [-2.61929, -1.36284, 2.19842], [-3.36545, -1.97406, 0.98853], [-3.71893, -3.45985, 1.09275], [-2.61788, -4.46499, 0.76067], [-1.33434, -4.41201, 1.59813], [-0.19221, -5.23560, 0.99049], [0.66181, -4.50844, -0.06704], [0.35779, -4.81369, -1.54950], [0.16073, -3.57480, -2.44379], [-1.02376, -2.71894, -2.00142], [-1.26649, -1.36737, -2.72665], [-0.19967, -0.82506, -3.66796], [1.04550, -0.40678, -3.04820], [0.98198, 0.71890, -2.35244], [0.03645, 1.43895, -2.20879], [2.20852, 1.03230, -1.81648], [2.94843, 0.17217, -0.64795], [3.87081, -1.45160, -1.08931], [-0.93850, 2.69786, 2.38655], [-0.31407, 1.31195, 3.29752], [0.50388, 1.88022, 1.82509], [-2.39412, 1.10512, 1.55311], [-1.08458, 0.88285, 0.40196], [-0.59328, -0.82031, 2.71248], [-0.80619, -1.28145, 1.02674], [-2.46512, -2.13706, 2.95489], [-3.25299, -0.58335, 2.63066], [-4.30601, -1.42710, 0.86040], [-2.79275, -1.79096, 0.06986], [-4.12561, -3.66397, 2.09149], [-4.54263, -3.64821, 0.39267], [-3.03487, -5.47029, 0.90701], [-2.36872, -4.39629, -0.30422], [-0.98006, -3.38549, 1.72924], [-1.56942, -4.82929, 2.58425], [0.47744, -5.53323, 1.80339], [-0.60071, -6.16147, 0.56273], [1.69930, -4.80110, 0.11446], [0.63628, -3.43092, 0.11724], [1.21330, -5.35846, -1.96298], [-0.51787, -5.47185, -1.62819], [-0.02449, -3.93608, -3.46341], [1.08983, -3.00068, -2.44995], [-1.92404, -3.32822, -2.14445], [-0.94445, -2.52947, -0.92695], [-1.50196, -0.59087, -1.99225], [-2.16518, -1.46816, -3.34665], [-0.59599, 0.03609, -4.21278], [0.10208, -1.57796, -4.39796], [1.92112, 0.03671, 0.29176], [3.78230, 1.16949, -0.16149], [0.08170, 5.47238, -0.16763], [-1.07467, 5.67808, 0.78150], [-2.09122, 6.72635, 0.39805], [-1.17987, 5.02714, 1.79320], [0.73478, 4.69322, 0.21769], [-0.28866, 5.18187, -1.15227], [0.64284, 6.40206, -0.28113], [-2.53438, 6.48080, -0.56845], [-1.60757, 7.70030, 0.30565], [-2.87022, 6.77644, 1.15440], [4.14728, 5.25889, -0.34969], [4.61043, 4.18495, 0.60319], [5.98787, 4.35082, 1.19462], [3.91151, 3.23708, 0.87912], [3.14817, 5.02673, -0.70882], [4.14116, 6.22727, 0.15345], [4.83257, 5.32690, -1.19627], [6.04519, 5.28869, 1.74948], [6.73375, 4.38768, 0.39887], [6.20538, 3.51977, 1.86038]], "atomic_forces_ev_per_a": [[-0.186, 0.044, -0.096], [0.125, -0.091, -0.071], [0.063, 0.145, -0.007], [0.149, -0.087, -0.264], [-0.086, 0.290, -0.001], [-0.151, -0.013, -0.073], [0.116, -0.196, 0.035], [-0.114, -0.141, -0.177], [0.035, 0.041, 0.037], [0.237, -0.221, 0.001], [0.010, 0.197, -0.089], [-0.160, -0.209, 0.060], [0.026, 0.106, -0.123], [0.066, -0.023, 0.133], [-0.217, -0.084, -0.342], [-0.125, -0.011, 0.396], [-0.052, 0.172, 0.035], [0.221, -0.198, -0.103], [-0.301, 0.027, -0.164], [0.520, -0.562, -0.079], [-0.231, 0.057, -0.013], [0.149, -0.105, 0.003], [0.011, 0.076, -0.054], [0.029, -0.124, 0.116], [0.024, -0.065, -0.061], [-0.173, 0.106, 0.060], [-0.031, 0.016, -0.098], [0.024, -0.020, 0.182], [-0.117, 0.070, 0.008], [0.064, -0.156, 0.229], [0.081, -0.055, -0.067], [-0.056, -0.069, 0.085], [0.075, 0.037, -0.024], [0.038, -0.048, 0.109], [0.011, 0.061, -0.173], [-0.016, 0.089, 0.125], [-0.078, -0.089, 0.087], [0.051, 0.264, 0.043], [-0.091, -0.041, -0.046], [0.096, 0.045, 0.085], [-0.013, 0.131, -0.037], [-0.040, 0.019, 0.016], [-0.232, -0.125, -0.005], [0.087, 0.105, -0.016], [0.167, 0.138, 0.010], [0.012, 0.091, -0.020], [0.048, 0.100, 0.186], [0.001, -0.039, -0.114], [-0.021, -0.064, -0.085], [0.131, 0.099, -0.016], [0.018, -0.074, 0.106], [0.110, 0.071, 0.149], [-0.124, 0.082, 0.075], [-0.155, 0.210, 0.056], [0.019, -0.056, 0.069], [0.050, -0.054, -0.080], [-0.036, -0.036, 0.104], [-0.070, 0.095, 0.052], [0.008, -0.022, 0.001], [0.004, 0.029, -0.023], [-0.023, 0.028, -0.045], [0.031, 0.027, -0.030], [0.006, 0.003, -0.052], [-0.002, 0.002, 0.000], [-0.086, -0.076, -0.003], [0.038, 0.062, 0.006], [-0.040, -0.098, 0.046], [-0.026, -0.020, -0.017], [-0.007, -0.005, -0.007], [0.046, 0.019, -0.013], [0.033, 0.041, 0.019], [0.022, 0.030, -0.038], [0.005, 0.053, -0.004], [0.002, 0.001, 0.001]], "mulliken_charge": [-1.05, -0.16, 0.32, -1.33, 0.21, -1.41, -0.14, 0.17, -1.21, -0.19, -1.13, -0.85, 1.36, -0.54, -0.86, -0.34, 0.77, -0.53, -0.34, 0.64, -0.38, 0.16, 0.41, 0.18, 0.50, -0.13, 0.49, -0.59, 0.52, 0.59, 0.46, -0.34, 0.37, 0.41, 0.45, -0.02, -0.30, 0.41, 0.43, 0.38, 0.47, 0.11, 0.39, 0.46, 0.34, 0.33, 0.36, -1.07, 0.13, 0.35, 0.48, 0.41, 0.00, -0.12, -0.83, 0.75, -1.20, -0.53, 0.11, 0.32, 0.37, 0.33, 0.34, 0.32, -0.94, 0.88, -1.22, -0.55, 0.11, 0.36, 0.36, 0.34, 0.34, 0.31], "smiles": "CCCCCCCCCCCCCCCOC(=O)O[PH2]=S.CC(C)=O.CC(C)=O", "homo_ev": -8.9, "mol_weight_da": 452.6}